1.
{"formula": "C38H89Cl2O7P", "method": "wB97M-V/def2-TZVPD", "homo_energy_ev": -8.24, "max_force_ev_per_a": 1.2, "smiles": "CCCCCCCCCP(CCO)[C@H](Cl)[C@@H](C)Cl.CCOCC.CCOCC.CCOCC.CCOCC.CCOCC.CCOCC", "energy_ev": -89512.931, "elements": ["H", "H", "H", "C", "H", "H", "H", "H", "H", "C", "H", "C", "H", "H", "C", "O", "H", "H", "C", "O", "H", "O", "H", "C", "H", "H", "C", "H", "H", "H", "H", "H", "C", "H", "H", "H", "C", "C", "C", "Cl", "H", "H", "H", "H", "H", "H", "H", "C", "H", "O", "H", "H", "C", "H", "H", "C", "H", "C", "H", "H", "C", "C", "H", "H", "H", "H", "H", "C", "H", "H", "C", "C", "Cl", "H", "H", "H", "C", "H", "H", "H", "H", "H", "C", "H", "H", "H", "C", "C", "H", "C", "H", "H", "O", "O", "H", "C", "H", "H", "H", "H", "H", "H", "H", "C", "H", "H", "H", "C", "H", "H", "C", "C", "H", "C", "C", "H", "H", "P", "H", "O", "C", "H", "H", "C", "H", "C", "H", "H", "H", "H", "H", "C", "C", "C", "H", "H", "H"], "positions_angstrom": [[-0.96, 2.38, 1.06], [1.23, -6.86, 4.89], [-1.01, -1.08, -7.30], [-0.49, -6.94, -1.06], [9.69, 3.77, -2.04], [2.11, 9.69, 4.29], [-3.54, -1.21, -0.81], [4.06, 4.06, 2.16], [-0.55, -6.19, -1.85], [-1.41, -1.46, -1.31], [1.92, -5.27, 1.29], [-6.76, -2.86, -1.76], [-1.46, 8.73, 5.84], [-6.07, -3.69, -1.91], [-3.63, -8.44, 0.13], [-2.67, -6.20, -0.20], [-5.79, 0.02, -3.41], [-0.88, 6.50, 6.67], [3.49, 4.69, 1.47], [1.82, -5.19, 3.97], [0.38, -3.36, 1.40], [0.32, 9.22, 5.07], [-0.80, 3.11, -4.52], [-2.86, 2.81, 1.95], [7.08, 0.86, -2.02], [-3.35, -0.63, -3.09], [3.27, 3.98, 0.14], [-1.19, -0.10, -8.77], [1.07, 2.46, 3.73], [-0.82, -7.90, -1.48], [-6.54, -2.38, -3.82], [3.54, -4.57, 1.13], [-2.29, 0.79, 0.48], [2.67, 2.50, 3.00], [0.51, 4.67, 2.85], [-4.42, -6.78, -0.97], [9.42, 4.65, -1.46], [8.26, 4.37, -0.52], [-1.49, 2.64, -5.22], [-3.45, 1.56, -0.67], [-2.48, 3.06, -5.07], [-0.69, -2.18, -0.92], [3.43, -7.83, 5.36], [-0.27, 0.51, -7.41], [0.75, 0.65, 1.09], [-5.36, -0.45, -1.82], [-0.86, -1.47, 1.76], [3.37, -6.79, 5.03], [2.24, 7.89, 2.62], [0.61, -2.61, 0.83], [-4.55, -3.42, -3.47], [-4.21, -1.16, -4.48], [-3.74, -2.76, -3.19], [7.70, 3.14, -2.87], [6.59, 1.58, -0.47], [-0.61, 8.21, 5.39], [-2.96, 3.65, 1.27], [2.07, -6.55, 4.28], [4.23, 3.79, -0.34], [1.00, 3.63, 1.51], [1.29, 8.09, 3.11], [-3.22, -3.15, -1.79], [-2.56, 3.21, 2.91], [0.56, -7.05, -0.77], [-5.78, -2.80, 0.18], [2.04, -7.16, 3.37], [4.24, -6.58, 4.42], [-6.60, -2.31, -0.33], [2.09, 8.14, 5.11], [1.30, -0.51, -0.08], [1.52, 8.78, 4.44], [7.25, 1.69, -1.33], [-1.22, 0.98, 2.96], [-7.49, -2.54, 0.25], [-1.75, 0.95, -3.93], [-0.53, 0.70, -5.17], [-2.42, 0.53, -7.12], [-1.31, -7.31, 0.91], [8.28, 1.61, -0.97], [-2.70, -8.98, 0.29], [-2.66, -2.39, 0.11], [-0.91, -5.63, 0.58], [1.36, 4.14, 2.42], [-2.94, -2.98, -3.90], [-6.48, -1.23, -0.29], [-4.00, -8.13, 1.11], [0.45, -0.24, 0.54], [1.88, 3.12, 3.42], [-2.54, 1.57, -7.46], [-1.52, 1.14, -4.98], [2.76, 3.02, 0.27], [-4.35, -9.13, -0.31], [7.03, 4.13, -1.18], [-2.52, 0.46, -5.71], [3.34, -6.19, 1.80], [-1.15, -0.07, -7.68], [0.77, -1.27, 2.40], [-1.30, -1.43, -2.39], [2.67, 4.59, -0.52], [3.42, -6.14, 5.91], [-3.03, -7.53, -1.74], [8.50, 3.54, 0.16], [-3.90, -3.79, -1.24], [2.78, -4.56, 3.14], [-2.85, 0.00, 0.97], [-2.32, -3.75, -1.93], [9.16, 5.44, -2.17], [7.00, 3.01, -2.04], [-3.80, 2.30, 2.10], [-0.98, 7.73, 4.48], [2.91, -5.19, 1.76], [0.19, -1.41, 1.48], [4.09, 5.59, 1.30], [-1.33, -6.53, 0.13], [-2.79, -1.99, -0.89], [-3.28, -0.02, -7.50], [-7.58, -1.27, -2.98], [-0.91, 0.19, -0.63], [2.28, 3.62, 4.30], [2.30, 5.14, 2.08], [-0.08, 7.17, 6.36], [0.71, 6.56, 5.91], [0.68, 8.71, 2.45], [-5.49, -0.84, -2.82], [10.30, 4.96, -0.90], [-3.44, -7.23, -0.77], [-1.17, 2.88, -6.23], [0.79, 7.13, 3.23], [3.76, -4.52, 3.64], [5.99, 3.00, -2.47], [2.44, -3.53, 3.04], [-6.65, -1.84, -2.88], [-4.14, -1.30, -3.41], [-1.79, 1.83, 1.49], [0.34, 7.65, 7.25], [-7.75, -3.30, -1.82], [8.09, 5.25, 0.11]]}

2.
{"formula": "C7H9N", "method": "wB97M-V/def2-TZVPD", "homo_energy_ev": -8.47, "max_force_ev_per_a": 3.9, "relative_energy_kcal_mol": 96.6, "smiles": "C=C=C/N=C(/C)C=C", "energy_ev": -8890.969, "elements": ["C", "C", "N", "H", "H", "H", "C", "C", "C", "H", "C", "H", "H", "H", "H", "H", "C"], "positions_angstrom": [[0.62, 0.74, -0.09], [1.50, -1.59, -0.24], [-0.35, 1.55, -0.11], [1.40, -2.59, -0.55], [2.46, -1.42, 0.38], [-0.42, -0.98, -0.95], [-2.62, -1.05, 0.37], [-2.21, 0.07, -0.19], [0.58, -0.66, -0.55], [-3.11, -0.97, 1.29], [1.96, 1.23, 0.31], [-2.18, 2.08, -0.64], [2.75, 0.60, 0.03], [-2.93, -1.81, -0.21], [2.08, 2.32, -0.01], [2.14, 1.19, 1.47], [-1.67, 1.28, -0.31]]}

3.
{"formula": "ClFH2", "method": "wB97M-V/def2-TZVPD", "homo_energy_ev": -10.40, "max_force_ev_per_a": 4.0, "relative_energy_kcal_mol": 33.8, "smiles": "Cl.F", "energy_ev": -15271.120, "elements": ["Cl", "H", "H", "F"], "positions_angstrom": [[0.95, -0.67, -0.65], [-0.59, 0.67, 0.68], [-0.02, -1.03, 0.11], [-0.34, 1.03, -0.14]]}

4.
{"formula": "C21H24N2O3", "method": "wB97M-V/def2-TZVPD", "homo_energy_ev": -8.57, "max_force_ev_per_a": 0.7, "relative_energy_kcal_mol": 20.2, "smiles": "COc1ccc(CNC(=O)C2CCN(C(=O)c3ccccc3)CC2)cc1", "energy_ev": -31290.256, "elements": ["H", "C", "H", "H", "N", "H", "H", "C", "H", "H", "H", "O", "H", "H", "C", "H", "H", "N", "C", "H", "H", "C", "C", "C", "H", "O", "H", "C", "C", "C", "C", "H", "H", "H", "C", "C", "H", "C", "H", "C", "C", "O", "C", "H", "H", "C", "C", "C", "H", "C"], "positions_angstrom": [[-3.98, -3.03, -0.11], [4.90, 1.49, 0.14], [2.87, -2.64, 1.51], [2.16, -0.03, 1.42], [1.76, -2.37, -0.19], [-3.12, 0.99, 1.79], [-1.65, -3.98, 0.13], [-4.44, -0.62, 0.07], [-2.12, -0.61, -2.12], [7.43, 2.44, -0.03], [-4.89, 4.69, 0.60], [-5.34, -1.33, 0.48], [-1.06, -0.32, 0.74], [-1.95, -2.66, 1.27], [3.73, -1.04, 0.36], [-3.02, -2.86, -1.60], [6.81, 4.06, -0.44], [-3.33, -1.11, -0.51], [3.10, 0.08, 0.90], [-5.99, 1.06, -1.36], [-0.13, -0.05, -0.75], [6.62, 2.99, -0.53], [-4.52, 0.88, 0.18], [4.94, -0.87, -0.29], [3.68, -3.16, 0.01], [5.38, 2.76, 0.09], [-3.35, 3.43, 2.06], [-1.84, -2.91, 0.21], [0.60, -2.37, 0.51], [-4.79, 3.62, 0.48], [-0.64, -2.13, -0.34], [1.75, -2.14, -1.17], [3.20, 2.20, 1.21], [5.44, -1.73, -0.72], [-5.41, 1.58, -0.62], [-2.25, -0.34, -1.06], [-2.49, 0.72, -1.01], [-3.79, 1.55, 1.15], [-6.22, 3.50, -1.11], [3.68, 1.33, 0.79], [3.06, -2.38, 0.46], [0.56, -2.53, 1.71], [-3.92, 2.92, 1.30], [6.48, 0.46, -0.91], [-0.45, -2.43, -1.38], [-5.53, 2.95, -0.47], [5.53, 0.38, -0.40], [-0.95, -0.63, -0.30], [6.60, 2.72, -1.59], [-3.11, -2.54, -0.56]]}

5.
{"formula": "CH3NO2S", "method": "wB97M-V/def2-TZVPD", "homo_energy_ev": [-8.59, -8.44], "max_force_ev_per_a": 5.3, "relative_energy_kcal_mol": 91.9, "smiles": "CS(=O)#[N+][O-]", "energy_ev": -17501.487, "elements": ["H", "N", "C", "H", "H", "S", "O", "O"], "positions_angstrom": [[1.04, -0.16, -0.49], [-0.68, -0.57, -1.50], [0.91, 0.46, 0.40], [1.27, 0.19, 1.31], [1.09, 1.53, 0.08], [-0.93, 0.13, 0.48], [-1.10, -0.54, 1.78], [-1.60, -1.05, -2.06]]}

6.
{"formula": "C24H32N4O3", "method": "wB97M-V/def2-TZVPD", "homo_energy_ev": -8.01, "max_force_ev_per_a": 19.2, "relative_energy_kcal_mol": 521.4, "smiles": "Cc1ccc(NC(=O)c2ccc(NCCCN3CCC(C)CC3)c([N+](=O)[O-])c2)c(C)c1", "energy_ev": -37489.847, "elements": ["H", "C", "N", "H", "H", "C", "C", "C", "C", "C", "C", "H", "O", "H", "C", "H", "H", "H", "H", "O", "C", "C", "C", "H", "H", "C", "C", "H", "N", "H", "H", "C", "C", "H", "N", "H", "O", "C", "H", "C", "H", "H", "H", "H", "C", "H", "H", "C", "H", "C", "C", "H", "H", "C", "H", "H", "H", "C", "C", "H", "H", "N", "H"], "positions_angstrom": [[-3.41, 2.92, -0.39], [1.48, 1.34, 0.59], [-0.20, 3.07, 1.25], [-1.56, 4.18, -3.04], [2.78, -0.38, 0.39], [1.17, -0.82, 1.49], [-0.30, 0.48, -2.39], [-1.27, 3.35, -2.35], [0.12, -0.33, 2.17], [-3.67, 2.49, -1.62], [0.37, 1.88, 1.33], [-0.34, 2.56, -4.16], [-1.36, 3.15, 1.54], [-0.29, 0.20, -3.22], [-0.18, -4.48, -1.11], [-2.51, 1.74, -3.16], [-0.56, -5.81, -2.64], [1.75, 3.35, -0.08], [1.53, -1.82, 1.61], [0.61, 3.97, 0.66], [1.83, 1.29, -2.78], [-1.69, 0.99, -1.50], [-0.02, -4.41, 1.33], [-0.10, -4.29, -3.30], [-0.04, -0.24, -1.66], [0.30, -4.91, 0.12], [-0.79, -3.17, 1.50], [0.97, -5.44, -2.48], [-0.98, -2.61, 2.78], [3.67, 1.09, -0.85], [-4.31, 1.66, -1.46], [3.01, 2.31, -2.46], [-0.98, -2.55, 0.23], [-2.32, 0.06, -1.62], [0.51, 1.78, -2.08], [-1.18, -3.19, 3.29], [-1.37, -0.98, 4.07], [-0.74, -3.25, -1.09], [-4.25, 3.39, -2.03], [0.19, -5.21, 2.45], [0.45, -6.01, -0.12], [1.78, 1.19, -3.78], [-0.70, -2.66, -1.84], [-1.40, 1.28, -0.66], [-2.31, 2.08, -2.21], [-0.58, -5.56, 2.82], [0.82, -6.17, 2.30], [-0.72, -1.39, 2.95], [4.16, 2.79, -0.47], [-0.40, 0.91, 2.19], [2.01, 0.24, 0.73], [-1.42, 1.25, 2.53], [2.39, 3.32, -2.69], [0.15, -5.02, -2.48], [0.62, 3.74, -2.94], [-1.36, -1.59, 0.19], [-1.14, 3.76, -1.36], [3.53, 2.23, -1.00], [-0.10, 2.72, -3.16], [4.00, 2.23, -3.03], [0.79, -4.57, 3.04], [2.39, 2.40, -0.03], [2.12, 0.33, -2.28]]}